<A>
A 15-piece molecular cluster, C60H165N15O15 overall, computed with wB97M-V/def2-TZVPD.

```
! RIJCOSX wB97M-V def2-TZVPD def2/J DEFGRID3
* xyz 0 1
C 0.242 -3.271 2.712
C -0.528 -3.500 1.426
C -0.579 -5.008 1.061
O 0.757 -5.463 0.761
C 0.808 -6.892 0.475
N -1.836 -2.980 1.702
H -0.074 -3.855 3.576
H 0.198 -2.218 2.990
H 1.290 -3.518 2.542
H -0.092 -3.001 0.560
H -1.220 -5.228 0.207
H -0.978 -5.554 1.916
H 1.820 -7.268 0.326
H 0.174 -7.206 -0.355
H 0.439 -7.337 1.399
H -2.420 -3.310 0.947
H -2.221 -3.363 2.553
C -2.121 4.967 2.189
C -0.782 5.644 1.987
C 0.336 4.663 1.528
O 1.548 5.322 1.313
C 2.732 4.558 0.926
N -0.932 6.723 1.046
H -2.303 4.174 1.463
H -2.953 5.671 2.155
H -2.172 4.519 3.182
H -0.381 6.103 2.890
H -0.014 4.200 0.605
H 0.517 3.840 2.219
H 2.618 4.252 -0.114
H 2.858 3.691 1.573
H 3.596 5.220 0.982
H 0.005 7.098 1.043
H -1.018 6.391 0.096
C -6.204 -2.381 -0.716
C -5.300 -3.582 -0.331
C -5.363 -4.708 -1.355
O -6.619 -5.447 -1.282
C -6.618 -6.621 -2.163
N -3.982 -3.100 -0.100
H -5.901 -1.881 -1.636
H -6.245 -1.629 0.072
H -7.215 -2.739 -0.912
H -5.694 -4.044 0.574
H -4.561 -5.369 -1.029
H -5.227 -4.376 -2.385
H -5.837 -7.340 -1.915
H -6.562 -6.449 -3.238
H -7.527 -7.191 -1.968
H -3.999 -2.243 0.435
H -3.719 -2.709 -0.993
C 0.514 4.685 6.915
C 0.796 4.451 5.380
C 1.876 5.421 4.823
O 1.207 6.620 4.478
C 2.116 7.527 3.843
N 1.240 3.053 5.254
H -0.214 3.975 7.306
H 0.101 5.655 7.190
H 1.427 4.551 7.496
H -0.113 4.686 4.827
H 2.305 4.979 3.923
H 2.626 5.425 5.614
H 1.518 8.315 3.385
H 2.724 6.965 3.134
H 2.762 8.054 4.546
H 0.769 2.296 5.728
H 2.199 2.984 5.565
C 0.322 0.292 -1.825
C -0.167 -0.203 -0.465
C 0.070 0.826 0.670
O -0.144 0.294 1.911
C 0.025 1.201 2.982
N -1.587 -0.391 -0.668
H 0.102 1.345 -1.998
H -0.029 -0.345 -2.637
H 1.405 0.172 -1.822
H 0.247 -1.175 -0.198
H -0.407 1.788 0.485
H 1.137 1.044 0.720
H -0.737 1.954 2.780
H 0.988 1.708 3.028
H -0.292 0.707 3.901
H -2.073 0.471 -0.872
H -2.151 -0.732 0.097
C -4.984 -1.215 2.843
C -3.754 -0.416 3.245
C -2.993 -1.115 4.431
O -3.820 -1.225 5.588
C -3.177 -1.824 6.632
N -2.985 -0.314 2.053
H -5.534 -0.634 2.103
H -5.693 -1.307 3.666
H -4.774 -2.250 2.573
H -4.053 0.588 3.546
H -2.105 -0.537 4.688
H -2.622 -2.056 4.025
H -3.782 -1.934 7.532
H -2.321 -1.251 6.989
H -2.651 -2.737 6.354
H -2.763 -1.290 1.916
H -2.039 0.039 2.098
C -5.608 1.790 0.408
C -4.675 1.332 -0.666
C -5.159 1.769 -2.097
O -6.248 0.935 -2.497
C -6.704 1.254 -3.828
N -3.346 1.874 -0.346
H -5.251 1.524 1.403
H -6.536 1.242 0.240
H -5.880 2.844 0.343
H -4.480 0.262 -0.585
H -4.383 1.571 -2.836
H -5.460 2.817 -2.086
H -7.716 0.867 -3.948
H -6.005 0.803 -4.532
H -6.808 2.331 -3.964
H -3.147 1.541 0.586
H -3.323 2.881 -0.266
C 7.607 -2.203 2.989
C 6.753 -2.193 1.693
C 5.247 -1.726 1.999
O 4.391 -1.578 0.839
C 3.100 -1.192 1.124
N 7.404 -1.224 0.879
H 7.678 -1.201 3.414
H 8.571 -2.683 2.817
H 7.108 -2.869 3.693
H 6.758 -3.168 1.207
H 5.315 -0.726 2.427
H 4.770 -2.353 2.752
H 2.338 -1.760 0.589
H 2.958 -0.212 0.668
H 2.826 -1.067 2.171
H 8.350 -1.531 0.702
H 6.967 -1.292 -0.029
C -1.533 -3.318 -2.559
C -2.286 -2.301 -3.406
C -3.016 -2.877 -4.659
O -3.553 -1.797 -5.368
C -4.031 -2.250 -6.674
N -3.289 -1.682 -2.598
H -2.162 -4.070 -2.084
H -0.895 -2.861 -1.804
H -0.840 -3.761 -3.274
H -1.582 -1.525 -3.707
H -3.755 -3.639 -4.412
H -2.346 -3.394 -5.345
H -4.741 -1.479 -6.975
H -4.568 -3.193 -6.570
H -3.186 -2.420 -7.341
H -3.820 -1.071 -3.202
H -2.727 -1.086 -2.008
C 0.155 -0.578 8.454
C 0.587 0.183 7.195
C 1.151 -0.748 6.077
O 2.357 -1.445 6.578
C 3.026 -2.140 5.616
N -0.568 0.916 6.631
H -0.569 -1.361 8.230
H -0.302 0.012 9.248
H 1.129 -0.928 8.797
H 1.359 0.936 7.357
H 1.491 -0.103 5.266
H 0.344 -1.398 5.739
H 3.430 -1.577 4.775
H 2.405 -2.984 5.315
H 3.842 -2.634 6.143
H -1.308 0.285 6.359
H -0.876 1.492 7.401
C 5.244 4.531 7.613
C 4.334 3.412 8.031
C 4.317 2.286 6.953
O 4.077 2.812 5.623
C 4.177 1.783 4.610
N 4.768 2.888 9.347
H 5.340 5.266 8.413
H 4.707 5.087 6.845
H 6.244 4.262 7.272
H 3.345 3.846 8.174
H 3.398 1.749 7.190
H 5.232 1.695 6.988
H 3.569 0.917 4.871
H 5.176 1.421 4.365
H 3.694 2.115 3.692
H 4.166 2.191 9.761
H 4.640 3.662 9.984
C 3.455 -2.657 -2.247
C 4.937 -3.055 -2.046
C 5.669 -3.690 -3.288
O 5.122 -4.910 -3.772
C 5.179 -6.038 -2.945
N 5.570 -1.794 -1.656
H 2.666 -3.366 -1.994
H 3.221 -2.352 -3.267
H 3.263 -1.755 -1.665
H 5.071 -3.717 -1.190
H 6.690 -3.911 -2.979
H 5.753 -2.973 -4.104
H 4.752 -5.804 -1.970
H 6.187 -6.450 -2.913
H 4.613 -6.852 -3.398
H 5.302 -1.121 -2.360
H 5.254 -1.549 -0.729
C -2.504 5.060 -7.066
C -3.441 3.858 -7.076
C -3.501 2.992 -5.788
O -2.233 2.406 -5.694
C -2.212 1.304 -4.713
N -4.797 4.256 -7.375
H -2.493 5.556 -6.096
H -2.663 5.796 -7.854
H -1.503 4.630 -7.091
H -3.238 3.224 -7.939
H -4.264 2.223 -5.915
H -3.836 3.708 -5.037
H -2.944 0.500 -4.791
H -2.340 1.661 -3.691
H -1.191 0.922 -4.691
H -5.408 3.514 -7.064
H -4.985 5.104 -6.861
C 1.725 1.546 -5.314
C 3.147 1.289 -5.755
C 3.872 0.107 -5.034
O 4.209 0.306 -3.679
C 5.136 1.385 -3.522
N 3.174 0.974 -7.125
H 1.792 1.607 -4.228
H 1.179 0.645 -5.594
H 1.127 2.328 -5.782
H 3.662 2.227 -5.551
H 4.809 -0.160 -5.524
H 3.224 -0.769 -5.058
H 5.615 1.401 -2.542
H 4.551 2.299 -3.621
H 6.033 1.428 -4.139
H 4.103 0.982 -7.520
H 2.719 0.096 -7.330
C -1.890 -0.307 -8.922
C -0.448 -0.371 -8.309
C -0.351 -1.523 -7.291
O 1.000 -1.950 -6.997
C 1.155 -2.538 -5.693
N 0.492 -0.600 -9.449
H -2.533 -0.066 -8.076
H -2.146 -1.288 -9.322
H -2.032 0.517 -9.621
H -0.210 0.583 -7.837
H -0.905 -2.382 -7.671
H -0.833 -1.301 -6.339
H 2.122 -3.006 -5.511
H 0.332 -3.235 -5.533
H 1.117 -1.765 -4.926
H 1.328 -0.880 -8.956
H 0.161 -1.456 -9.870
*
```

Computed properties:
Kohn-Sham gap: 0.3336 Ha
E_LUMO: 0.5 eV
HOMO level: -8.599 eV

Atom charges from the Löwdin analysis, given in e for atoms 1 to 8:
1. C -0.062
2. C -0.411
3. C -0.180
4. O -0.204
5. C -0.082
6. N 0.041
7. H 0.084
8. H 0.063

=====

<B>
A 15-piece molecular cluster, C60H165N15O15 overall, computed with wB97M-V/def2-TZVPD.

```
! RIJCOSX wB97M-V def2-TZVPD def2/J DEFGRID3
* xyz 0 1
C -8.804 -4.240 -0.705
C -8.248 -4.530 0.657
C -8.285 -6.020 1.040
O -7.709 -6.156 2.325
C -7.549 -7.526 2.648
N -6.914 -3.971 0.634
H -8.234 -4.829 -1.423
H -8.747 -3.217 -1.075
H -9.866 -4.484 -0.672
H -8.774 -3.905 1.379
H -7.712 -6.653 0.362
H -9.327 -6.328 0.945
H -6.769 -8.091 2.138
H -8.434 -8.148 2.517
H -7.276 -7.550 3.703
H -7.111 -2.982 0.580
H -6.571 -4.065 1.579
C 3.119 -6.035 -3.415
C 3.180 -6.487 -4.850
C 2.976 -5.344 -5.847
O 1.813 -4.621 -5.661
C 1.577 -3.566 -6.594
N 4.409 -7.195 -5.029
H 3.480 -6.773 -2.698
H 2.096 -5.796 -3.125
H 3.789 -5.223 -3.134
H 2.357 -7.184 -5.006
H 2.978 -5.705 -6.875
H 3.825 -4.662 -5.793
H 1.584 -4.032 -7.580
H 2.339 -2.800 -6.451
H 0.577 -3.167 -6.429
H 4.404 -7.982 -4.397
H 4.300 -7.749 -5.866
C 3.454 -4.981 6.527
C 3.099 -5.501 7.968
C 1.878 -4.766 8.571
O 2.319 -3.420 9.058
C 1.428 -2.714 9.949
N 2.868 -6.947 7.954
H 3.565 -3.900 6.442
H 2.671 -5.312 5.845
H 4.437 -5.407 6.324
H 3.963 -5.325 8.609
H 1.389 -5.367 9.338
H 1.162 -4.503 7.792
H 1.756 -1.694 10.148
H 1.319 -3.279 10.874
H 0.393 -2.609 9.623
H 2.702 -7.263 8.899
H 3.649 -7.515 7.658
C -3.453 -7.884 -2.605
C -2.276 -7.718 -3.491
C -2.358 -8.433 -4.897
O -2.484 -9.868 -4.734
C -1.173 -10.422 -4.417
N -2.157 -6.288 -3.689
H -4.388 -7.629 -3.104
H -3.429 -7.306 -1.681
H -3.581 -8.923 -2.303
H -1.342 -7.913 -2.965
H -1.496 -8.336 -5.557
H -3.166 -8.048 -5.519
H -0.877 -10.228 -3.386
H -0.327 -10.056 -4.999
H -1.298 -11.489 -4.605
H -1.272 -6.064 -4.122
H -2.167 -5.767 -2.823
C 0.776 -1.440 0.608
C -0.611 -1.097 0.046
C -0.579 -0.707 -1.469
O 0.264 0.348 -1.775
C 0.156 0.887 -3.075
N -1.422 -2.272 0.089
H 1.406 -0.563 0.761
H 1.330 -2.222 0.088
H 0.755 -1.860 1.613
H -0.999 -0.320 0.704
H -1.612 -0.591 -1.798
H -0.110 -1.540 -1.993
H 0.396 0.149 -3.840
H 0.812 1.754 -3.150
H -0.872 1.200 -3.259
H -1.628 -2.590 1.025
H -2.401 -2.156 -0.133
C -7.423 4.942 -4.466
C -7.142 3.961 -3.325
C -5.696 3.284 -3.335
O -5.554 2.486 -4.509
C -6.183 1.228 -4.391
N -7.432 4.680 -2.100
H -8.365 5.467 -4.313
H -7.578 4.362 -5.375
H -6.611 5.645 -4.654
H -7.844 3.133 -3.427
H -5.525 2.761 -2.394
H -4.852 3.971 -3.401
H -7.270 1.212 -4.475
H -5.962 0.711 -3.457
H -5.711 0.705 -5.222
H -8.313 5.166 -2.190
H -6.878 5.522 -2.168
C -0.709 -9.340 3.084
C -1.252 -9.777 4.495
C -0.503 -11.046 5.059
O -0.447 -12.109 4.053
C -1.715 -12.795 3.962
N -1.107 -8.692 5.442
H 0.265 -8.875 3.233
H -1.252 -8.519 2.615
H -0.501 -10.149 2.385
H -2.272 -10.153 4.412
H -1.050 -11.396 5.934
H 0.518 -10.858 5.389
H -2.478 -12.146 3.533
H -1.968 -13.149 4.961
H -1.760 -13.732 3.407
H -1.312 -9.093 6.346
H -0.116 -8.588 5.611
C -7.107 2.092 3.318
C -8.400 1.515 2.819
C -9.613 2.369 3.225
O -10.781 1.702 2.664
C -11.964 2.556 2.743
N -8.211 1.561 1.387
H -6.181 1.599 3.022
H -7.092 2.195 4.403
H -6.974 3.137 3.039
H -8.520 0.514 3.231
H -9.626 3.292 2.645
H -9.525 2.464 4.307
H -12.803 2.174 2.162
H -11.819 3.534 2.286
H -12.264 2.809 3.760
H -9.113 1.232 1.072
H -8.144 2.527 1.097
C 0.670 7.216 6.101
C 0.007 7.820 4.851
C -0.756 6.745 3.962
O 0.147 5.777 3.441
C -0.511 4.697 2.756
N -0.913 8.903 5.248
H 1.418 7.895 6.509
H 1.179 6.257 6.004
H -0.149 6.884 6.740
H 0.814 8.116 4.181
H -1.169 7.384 3.181
H -1.595 6.300 4.496
H -1.236 4.112 3.322
H 0.213 4.012 2.315
H -1.058 5.253 1.995
H -1.586 8.352 5.762
H -1.389 9.110 4.382
C 6.406 6.547 4.121
C 6.017 5.660 5.341
C 5.424 4.306 4.942
O 5.183 3.491 6.091
C 4.317 2.357 5.784
N 7.180 5.557 6.123
H 5.482 6.900 3.664
H 6.888 5.936 3.358
H 7.008 7.430 4.334
H 5.233 6.174 5.897
H 6.056 3.712 4.282
H 4.460 4.529 4.485
H 3.309 2.738 5.946
H 4.401 1.607 6.570
H 4.407 1.875 4.811
H 7.823 4.890 5.722
H 6.783 5.132 6.949
C 0.680 7.937 -3.042
C 0.696 9.340 -2.405
C 1.945 9.569 -1.477
O 2.136 10.930 -0.981
C 1.010 11.393 -0.286
N 0.742 10.265 -3.490
H -0.138 7.790 -3.748
H 0.496 7.168 -2.292
H 1.638 7.682 -3.494
H -0.272 9.663 -2.021
H 2.942 9.382 -1.875
H 1.902 8.913 -0.608
H 0.512 10.645 0.331
H 0.215 11.765 -0.932
H 1.372 12.227 0.316
H 1.053 9.966 -4.404
H 1.280 11.080 -3.232
C 2.650 5.162 -9.516
C 3.425 6.310 -10.093
C 3.085 7.709 -9.483
O 3.788 8.766 -10.187
C 2.898 9.855 -10.413
N 4.831 6.042 -9.931
H 2.860 4.887 -8.483
H 2.897 4.251 -10.062
H 1.583 5.360 -9.622
H 3.369 6.428 -11.175
H 3.228 7.691 -8.402
H 2.015 7.891 -9.590
H 2.610 10.323 -9.472
H 1.987 9.606 -10.957
H 3.436 10.663 -10.908
H 5.301 6.899 -10.184
H 5.050 5.418 -10.694
C -4.550 -3.632 6.887
C -4.005 -2.978 5.632
C -3.029 -1.789 5.783
O -3.578 -0.772 6.607
C -2.745 0.312 6.884
N -3.418 -3.946 4.733
H -3.735 -4.046 7.482
H -5.312 -4.399 6.745
H -5.027 -2.884 7.520
H -4.875 -2.647 5.065
H -2.840 -1.335 4.811
H -2.054 -2.111 6.151
H -1.874 -0.041 7.437
H -3.247 1.063 7.493
H -2.431 0.809 5.966
H -2.838 -4.590 5.253
H -4.126 -4.615 4.469
C 10.684 3.803 -0.668
C 9.896 2.580 -0.185
C 8.431 2.446 -0.717
O 7.617 3.600 -0.314
C 6.154 3.482 -0.313
N 10.673 1.395 -0.559
H 10.971 3.683 -1.713
H 11.645 3.887 -0.160
H 10.070 4.691 -0.519
H 9.847 2.700 0.897
H 7.952 1.492 -0.494
H 8.449 2.338 -1.802
H 5.738 4.463 -0.084
H 5.950 2.856 0.555
H 5.781 3.061 -1.247
H 10.222 0.656 -0.039
H 11.556 1.457 -0.072
C 8.844 1.613 -6.300
C 7.891 0.696 -7.014
C 6.497 0.459 -6.298
O 6.714 -0.129 -5.025
C 5.521 -0.299 -4.293
N 7.712 1.384 -8.274
H 8.277 2.508 -6.043
H 9.703 1.876 -6.917
H 9.216 1.252 -5.341
H 8.338 -0.224 -7.389
H 5.967 -0.247 -6.938
H 5.919 1.369 -6.139
H 4.850 -0.954 -4.848
H 4.866 0.572 -4.294
H 5.561 -0.633 -3.256
H 8.554 1.741 -8.702
H 7.118 2.195 -8.171
*
```

Computed properties:
Kohn-Sham gap: 0.3244 Ha
E_LUMO: 0.0 eV
HOMO level: -8.798 eV

Atom charges from the Löwdin analysis, given in e for atoms 1 to 8:
1. C -0.080
2. C -0.469
3. C -0.198
4. O -0.174
5. C -0.123
6. N 0.031
7. H 0.084
8. H 0.078

=====

Decreasing stability: <A>, <B>